1.
# C2H6NO

An isolated ion of composition C2H6NO and charge -1 in a non-equilibrium geometry (the ωB97M-V functional and the def2-TZVPD basis, the Open Molecules 2025 dataset).

```
10
Properties=species:S:1:pos:R:3:forces:R:3:lowdin_charge:R:1
C 0.138252 -0.686432 -0.323452 -0.924 -3.595 0.682 -0.61
O 1.246242 -1.260853 -0.867924 -1.166 1.518 0.241 -0.39
C 0.020338 0.767169 0.046406 1.056 1.255 0.669 -0.36
N -1.109483 1.113561 0.939529 0.362 -0.264 1.901 -0.08
H -0.151382 -1.182140 0.692473 0.526 0.261 -0.257 0.07
H -0.914153 -1.018145 -0.825085 1.255 0.908 -0.052 0.09
H -0.145848 1.399627 -0.803253 0.006 0.313 -0.920 0.07
H 1.009398 1.149143 0.459973 -1.138 -0.594 -0.086 0.11
H -1.003707 0.765546 1.953783 -0.068 0.337 -2.393 0.07
H -1.949400 0.693443 0.551072 0.091 -0.138 0.214 0.03
```
Positions in Å, forces in eV/Å.

Net charge ... -1
HOMO ... -2.05 eV

---

2.
# C2H6NO

An isolated ion of composition C2H6NO and charge -2 in a non-equilibrium geometry (the ωB97M-V functional and the def2-TZVPD basis, the Open Molecules 2025 dataset).

```
10
Properties=species:S:1:pos:R:3:forces:R:3:mulliken_spin:R:1
C -0.327848 -1.483888 0.738289 -3.023 -4.184 0.827 3.52
N 0.170826 -0.249586 0.717135 2.709 4.838 -0.727 -0.67
C -0.232205 0.478527 -0.634748 2.598 1.896 1.016 0.18
O 0.491953 1.653944 -0.845358 -1.065 -2.078 -0.015 -0.02
H -1.057323 -1.458410 -0.094603 -0.234 -1.196 0.317 -0.38
H 0.346393 -2.350271 0.606901 0.067 0.014 -0.226 -0.39
H -0.946695 -1.799895 1.676703 0.653 0.324 -0.911 -1.11
H 1.206014 -0.210615 0.765007 -1.064 0.144 -0.156 0.03
H -0.016039 -0.370204 -1.395844 -0.788 1.060 0.434 -0.10
H -1.303432 0.737102 -0.436486 0.146 -0.819 -0.559 -0.06
```
Positions in Å, forces in eV/Å.

Multiplicity ... 2
Net charge ... -2
HOMO (alpha / beta) ... 4.81 / 0.73 eV
Expectation value of S² ... 0.75

---

3.
# C2H6NO

A 2-piece molecular cluster, C2H6NO overall in a non-equilibrium geometry (the ωB97M-V functional and the def2-TZVPD basis, the Open Molecules 2025 dataset).

```
10
Properties=species:S:1:pos:R:3:forces:R:3:lowdin_charge:R:1
C 0.322920 1.046733 -0.042394 -3.945 -0.966 2.454 0.02
C 1.253278 0.094638 -0.018121 4.067 -3.631 -1.423 -0.04
N 2.102257 -0.692259 -0.070628 -3.415 3.088 -0.155 0.41
O -1.929203 -0.645954 -0.029542 0.410 -0.247 -3.378 -0.01
H -0.741963 0.548908 -0.172121 1.510 0.404 1.131 0.14
H 0.266566 1.675075 -0.808114 0.756 2.764 -3.572 0.09
H 0.530347 1.572179 0.864440 -0.662 0.785 0.943 0.14
H -2.262304 -1.285503 -0.700413 0.364 0.802 0.372 0.11
H 2.736281 -1.335003 0.231689 2.096 -2.130 0.685 0.12
H -2.278183 -0.978813 0.745207 -1.181 -0.870 2.946 0.03
```
Positions in Å, forces in eV/Å.

Net charge ... +1
HOMO ... -16.48 eV

---

4.
# C2H6NO2

A 2-piece molecular cluster, C2H6NO2 overall in a non-equilibrium geometry (the ωB97M-V functional and the def2-TZVPD basis, the Open Molecules 2025 dataset).

```
11
Properties=species:S:1:pos:R:3:forces:R:3:lowdin_charge:R:1
C -1.973011 0.669203 0.283735 1.336 -0.310 0.243 -0.24
O -1.347044 0.168193 -0.859494 -0.326 -0.145 -0.344 -0.22
H -2.583627 1.531754 0.012462 -0.412 -0.201 0.077 0.06
H -2.507370 -0.126796 0.822375 -0.492 0.285 -0.059 0.06
H -1.219338 1.038847 1.002726 -0.112 0.053 -0.033 0.06
C 2.235922 -0.311960 0.059185 -1.211 -0.592 -0.375 -0.61
N 1.107459 -0.756923 -0.503947 0.858 0.000 -0.286 -0.03
O 3.160310 -0.998595 0.531735 0.480 0.412 -0.108 -0.16
H 2.270887 0.796614 0.039699 0.235 0.097 0.479 0.08
H -0.448722 -0.276583 -0.656287 0.025 0.583 -0.036 -0.01
H 1.304530 -1.733751 -0.732191 -0.382 -0.183 0.443 0.02
```
Positions in Å, forces in eV/Å.

Net charge ... -1
HOMO ... -3.74 eV

---

5.
# C2H6NO2P

A 2-piece molecular cluster, C2H6NO2P overall in a non-equilibrium geometry (the ωB97M-V functional and the def2-TZVPD basis, the Open Molecules 2025 dataset).

```
12
Properties=species:S:1:pos:R:3:forces:R:3:lowdin_charge:R:1
C 2.303264 0.698456 -0.246019 0.772 5.723 0.092 -0.35
C -0.700701 0.332516 1.075297 -2.483 -0.394 -1.148 -0.38
N 1.998166 -0.375660 0.042445 -1.577 -5.374 1.368 0.04
O 2.389199 1.872994 -0.162529 0.477 -0.154 -0.856 0.13
O 2.229213 -1.580794 -0.493634 0.728 -1.467 -1.169 0.01
P -1.865582 0.106349 -0.216050 2.047 -0.334 -1.848 0.70
H -1.370509 0.712236 1.846787 0.619 0.344 0.652 -0.05
H 0.067198 0.976806 0.693907 0.298 0.535 0.337 -0.07
H -2.834790 -0.805234 0.048309 -0.786 -0.578 0.578 -0.07
H 1.642423 -2.280186 -0.143983 -0.059 1.218 0.425 0.13
H -1.202424 -0.602350 -1.307023 -0.456 0.556 0.733 -0.03
H -2.655452 0.944866 -1.137511 0.421 -0.075 0.836 -0.05
```
Positions in Å, forces in eV/Å.

HOMO ... -8.10 eV

---

6.
# C2H6NO2P

A 2-piece molecular cluster, C2H6NO2P overall in a non-equilibrium geometry (the ωB97M-V functional and the def2-TZVPD basis, the Open Molecules 2025 dataset).

```
12
Properties=species:S:1:pos:R:3:forces:R:3:mulliken_spin:R:1
C -0.168300 1.186349 0.465217 -0.126 -0.754 -0.796 -0.02
C -0.619486 -0.211171 0.650407 3.979 -2.286 -1.229 0.35
N 0.725383 -1.190348 -0.441392 -2.663 2.641 1.314 -0.02
O -0.139611 0.456958 3.273328 -0.424 0.927 1.201 0.49
O 1.169564 1.202431 0.783042 4.215 -0.071 -2.271 0.06
P 0.474743 -0.479134 2.294527 -0.936 -2.147 -0.769 1.11
H -0.535277 1.698388 -0.403156 0.501 -0.166 -1.500 0.03
H -0.602755 1.797321 1.185467 -1.004 0.888 1.826 0.01
H -1.620719 -0.565088 0.469262 -0.108 -0.214 0.177 -0.01
H 0.561851 -2.168457 -0.212870 -0.358 0.127 -0.443 0.00
H 1.830064 0.555951 0.207785 -3.226 1.977 1.686 0.00
H 0.390319 -0.914334 -1.387293 0.149 -0.923 0.804 0.00
```
Positions in Å, forces in eV/Å.

Multiplicity ... 3
HOMO (alpha / beta) ... -6.22 / -10.53 eV
Expectation value of S² ... 2.01

---

7.
# C2H6NO2P2

An isolated ion of composition C2H6NO2P2 and charge -1 in a non-equilibrium geometry (the ωB97M-V functional and the def2-TZVPD basis, the Open Molecules 2025 dataset).

```
13
Properties=species:S:1:pos:R:3:forces:R:3:lowdin_charge:R:1
C -0.413219 1.865510 -0.082851 -0.984 1.131 -0.346 -0.71
C -0.647388 0.367174 -0.536249 0.416 1.153 -3.231 -0.68
N 0.522040 -0.342334 -0.190783 0.142 -0.856 0.759 -0.38
O -1.373283 2.636492 0.100331 0.221 -0.972 -0.159 -0.07
O 0.808562 2.202575 0.007043 -0.530 -0.817 -0.096 -0.23
P -2.254258 -0.428621 -0.036462 0.667 -0.892 0.244 0.77
P 2.085287 0.469902 -0.131357 0.865 -1.255 -0.752 0.69
H -0.708648 0.317755 -1.827282 -0.237 0.830 3.007 0.13
H 0.418862 -1.257873 -0.591043 1.004 -0.332 0.118 0.04
H -1.827945 -0.965702 1.249872 -0.202 0.490 -0.554 -0.11
H -2.765377 0.759214 0.426572 -0.547 0.655 0.488 -0.15
H 2.201148 0.666056 1.200340 -0.046 0.968 1.473 -0.16
H 2.874289 -0.763125 0.348354 -0.769 -0.104 -0.951 -0.15
```
Positions in Å, forces in eV/Å.

Net charge ... -1
HOMO ... -3.75 eV

---

8.
# C2H6NO2S

A 2-piece molecular cluster, C2H6NO2S overall in a non-equilibrium geometry (the ωB97M-V functional and the def2-TZVPD basis, the Open Molecules 2025 dataset).

```
12
Properties=species:S:1:pos:R:3:forces:R:3:lowdin_charge:R:1
C -0.251351 -1.986327 0.055789 -0.270 0.080 -1.404 -0.29
C -0.043456 -2.958762 -0.620744 -0.090 0.460 0.902 0.16
N 1.111785 1.705887 0.674542 -0.280 0.261 -0.249 0.27
O -0.494392 -0.748681 0.423314 -0.235 0.592 0.577 -0.34
O -1.200963 1.442831 -0.551556 -0.091 -0.023 0.309 -0.51
S -1.823192 0.157579 -0.181161 0.167 -1.005 -1.271 1.09
H 0.164465 -3.906848 -1.022050 0.082 -0.555 -0.265 0.04
H 0.138127 1.705160 0.183464 0.824 -0.029 0.387 0.06
H 1.601691 0.837425 0.434661 -0.134 0.207 0.090 0.14
H 0.999137 1.765957 1.692388 0.050 -0.028 -0.273 0.15
H 1.655706 2.509785 0.344391 -0.054 -0.184 0.128 0.15
H -1.857559 -0.524008 -1.433033 0.029 0.224 1.068 0.06
```
Positions in Å, forces in eV/Å.

Net charge ... +1
HOMO ... -13.80 eV

---

9.
# C2H6NO2S2

A 2-piece molecular cluster, C2H6NO2S2 overall (the ωB97M-V functional and the def2-TZVPD basis, the Open Molecules 2025 dataset).

```
13
Properties=species:S:1:pos:R:3:forces:R:3:lowdin_charge:R:1
C 0.854147 0.914229 0.139915 0.000 0.085 0.144 -0.51
S -0.412961 1.547167 -0.978620 0.091 0.218 0.167 0.35
S -1.322147 2.934116 0.258763 -0.053 -0.055 -0.291 0.24
H 1.481254 1.728147 0.496729 0.018 0.112 -0.059 0.02
H 1.436314 0.181249 -0.414016 -0.114 -0.083 -0.117 0.02
H 0.383143 0.386745 0.961173 0.014 -0.172 0.025 0.01
H -2.380402 2.196786 0.631779 0.037 -0.031 0.112 -0.22
N 1.108378 -3.803010 0.352183 0.262 0.105 0.074 0.07
C 0.661588 -2.447951 0.229203 -0.050 -0.095 -0.133 -0.85
O 0.284862 -1.907428 1.292321 -0.065 0.006 0.053 -0.10
O 0.727380 -1.970989 -0.929199 0.059 0.062 0.054 -0.11
H 0.705499 -4.295651 1.130701 -0.046 -0.065 -0.039 0.05
H 1.145644 -4.292923 -0.524988 -0.153 -0.087 0.011 0.05
```
Positions in Å, forces in eV/Å.

Net charge ... -1
HOMO ... -4.29 eV

---

10.
# C2H6NO3

A 2-piece molecular cluster, C2H6NO3 overall in a non-equilibrium geometry (the ωB97M-V functional and the def2-TZVPD basis, the Open Molecules 2025 dataset).

```
12
Properties=species:S:1:pos:R:3:forces:R:3:lowdin_charge:R:1
O -0.673806 -0.991738 1.317580 0.441 0.109 -0.054 -0.09
C -0.188564 0.065745 0.858131 -1.392 0.605 0.362 -0.75
O 0.990434 0.360816 0.575786 0.551 -0.199 -0.250 -0.09
C -1.274392 1.148575 0.453104 0.170 -0.268 -0.180 -0.23
N -1.426951 1.070491 -1.014886 -0.609 1.019 0.201 -0.03
H -2.222689 0.970133 0.963837 -0.088 -0.540 -0.313 0.08
H -1.100924 2.202831 0.700227 0.814 -0.184 -0.001 0.08
H -1.853261 0.206288 -1.300369 0.284 -0.339 -0.016 0.05
H -0.521316 1.210169 -1.447024 -0.088 -0.351 0.062 0.04
H 1.646660 -0.752763 -1.678043 0.836 -0.896 -0.385 0.04
H 2.142444 -1.502378 -0.598051 0.305 -0.399 0.496 0.01
O 2.261771 -1.526341 -1.556384 -1.222 1.442 0.078 -0.12
```
Positions in Å, forces in eV/Å.

Net charge ... -1
HOMO ... -3.98 eV

---

What did we get for energy above the lowest of the compared OMol25 structures with the same formula, charge and spin? Answer: 61.3 30.7 148.7 121.7 633.5 228.4 27.4 222.2 63.8 66.3 kJ/mol, in the order shown.
What did we get for energy? Answer: -209.754175 -209.562462 -209.469070 -285.064678 -626.179121 -626.184183 -967.743567 -682.840134 -1081.502114 -360.345982 Ha, in the order shown.